1.
Molecular formula: C25H47F5NO2PbSSi4
Method: DFT, the ωB97M-V functional and the def2-TZVPD basis

Properties
Energy above the lowest of the compared OMol25 structures with the same formula, charge and spin ... 0.0 kcal per mole
E_tot ... -93452.0468 eV
Max |F| ... 1.24 eV Å⁻¹
LUMO ... -2.7 eV
Charge ... +1

Atoms and positions in Å:
Pb -1.24 -1.05 -1.45
F 5.24 -2.22 1.47
C 4.04 -1.70 1.28
C 3.51 -1.62 0.01
F 4.18 -2.11 -1.03
C 2.27 -1.04 -0.17
F 1.79 -0.98 -1.43
C 1.52 -0.53 0.88
S -0.08 0.20 0.68
C 2.07 -0.66 2.15
F 1.40 -0.22 3.21
C 3.32 -1.22 2.36
F 3.82 -1.31 3.58
C -5.28 -0.33 -0.04
C -3.92 -0.93 0.31
C -3.57 -0.67 1.77
C -3.93 -2.44 0.06
O -2.95 -0.30 -0.54
H -6.06 -0.76 0.59
H -5.53 -0.54 -1.08
H -5.26 0.75 0.10
H -4.25 -1.20 2.44
H -3.65 0.40 2.00
H -2.55 -0.99 1.98
H -4.63 -2.95 0.72
H -2.94 -2.87 0.22
H -4.24 -2.64 -0.97
C 3.25 2.11 -1.09
Si 2.12 2.99 0.11
C 2.26 4.83 -0.25
C 2.62 2.72 1.89
Si -0.19 2.50 -0.10
Si -1.44 3.35 1.73
C -1.19 2.30 3.24
C -0.72 5.06 1.98
C -3.23 3.52 1.20
Si -0.97 2.77 -2.32
C -0.92 4.64 -2.44
C -2.68 2.14 -2.73
C 0.30 2.05 -3.49
H 4.28 2.32 -0.80
H 3.11 2.49 -2.11
H 3.12 1.04 -1.13
H 3.27 5.18 0.01
H 1.55 5.42 0.31
H 2.11 5.04 -1.31
H 3.71 2.70 1.97
H 2.24 1.80 2.32
H 2.25 3.54 2.51
H -0.15 2.35 3.57
H -1.42 1.25 3.06
H -1.83 2.66 4.05
H 0.32 5.02 2.33
H -1.30 5.59 2.73
H -0.74 5.66 1.07
H -3.76 2.57 1.24
H -3.30 3.89 0.18
H -3.74 4.23 1.85
H -1.67 5.11 -1.80
H -1.15 4.92 -3.47
H 0.05 5.06 -2.19
H -3.43 2.88 -2.46
H -2.94 1.22 -2.21
H -2.75 1.97 -3.81
H 1.29 2.47 -3.31
H 0.02 2.28 -4.52
H 0.40 0.96 -3.41
O -0.69 -3.19 -0.46
C 0.21 -4.05 -0.61
C 0.18 -5.24 0.32
C 0.76 -6.54 -0.24
C 2.29 -6.61 -0.16
C 2.95 -5.28 -0.52
C 2.38 -4.67 -1.79
N 1.12 -3.93 -1.58
H -0.87 -5.36 0.58
H 0.69 -4.95 1.24
H 0.44 -6.66 -1.28
H 0.33 -7.37 0.30
H 2.65 -7.39 -0.83
H 2.59 -6.89 0.85
H 4.02 -5.43 -0.66
H 2.83 -4.56 0.29
H 2.23 -5.43 -2.56
H 3.08 -3.93 -2.18
H 0.98 -3.14 -2.18

---

2.
Molecular formula: C25H47OS3Sn
Method: DFT, the ωB97M-V functional and the def2-TZVPD basis

Properties
Energy above the lowest of the compared OMol25 structures with the same formula, charge and spin ... 8.0 kcal per mole
E_tot ... -67044.7603 eV
Max |F| ... 2.22 eV Å⁻¹
LUMO ... -10.6 eV
Charge ... +3

Atoms and positions in Å:
Sn -0.76 1.00 -1.29
C 0.22 -2.30 0.74
C 0.69 -1.48 1.68
C 2.05 -0.87 1.11
C 2.19 -1.37 -0.12
C 1.15 -2.34 -0.38
C 1.08 -3.30 -1.52
C 2.50 -3.75 -1.92
C 0.25 -4.54 -1.23
C 0.55 -2.44 -2.67
C 3.12 0.04 1.69
C 4.04 0.51 0.53
C 4.07 -0.67 2.67
C 2.55 1.29 2.31
C -0.03 -1.13 2.92
C -0.59 0.31 2.80
C 0.96 -1.35 4.11
C -1.23 -2.11 3.18
H -0.71 -2.91 0.73
H 3.05 -1.31 -0.74
H 2.97 -4.36 -1.10
H 3.13 -2.87 -2.17
H 2.46 -4.37 -2.80
H 0.73 -5.09 -0.36
H 0.32 -5.18 -2.12
H -0.80 -4.36 -1.03
H 1.26 -1.62 -2.88
H -0.46 -2.08 -2.53
H 0.50 -3.04 -3.56
H 4.75 -0.25 0.23
H 4.67 1.31 0.87
H 3.41 0.90 -0.32
H 4.59 -1.52 2.20
H 3.57 -1.09 3.51
H 4.84 0.03 3.02
H 2.05 1.90 1.54
H 3.37 1.93 2.61
H 1.85 1.18 3.10
H 0.05 0.98 2.16
H -0.61 0.84 3.74
H -1.59 0.30 2.38
H 1.70 -0.56 4.14
H 1.38 -2.35 4.04
H 0.41 -1.34 5.03
H -2.12 -2.03 2.56
H -1.56 -1.95 4.19
H -0.93 -3.13 3.17
C -2.02 4.05 0.07
C -2.91 3.96 -1.09
S -3.09 2.25 -1.73
C -3.06 2.48 -3.56
C -1.77 3.05 -4.09
S -0.27 2.16 -3.58
C 0.80 3.46 -2.87
C 0.24 4.33 -1.73
S -0.29 3.50 -0.21
H -1.91 5.08 0.36
H -2.33 3.51 0.97
H -3.89 4.32 -0.84
H -2.59 4.56 -1.92
H -3.29 1.50 -3.92
H -3.88 3.14 -3.86
H -1.77 2.97 -5.17
H -1.69 4.08 -3.85
H 1.69 2.95 -2.55
H 1.08 4.10 -3.69
H 1.01 5.05 -1.45
H -0.59 4.99 -2.05
C -4.45 -0.76 0.95
C -3.82 -1.22 -0.35
O -2.44 -0.71 -0.41
H -5.40 -1.28 1.11
H -4.68 0.31 0.94
H -3.79 -0.96 1.83
H -4.33 -0.77 -1.17
H -3.76 -2.29 -0.54
H -1.90 -1.26 0.18

---

3.
Molecular formula: C25H47Sn
Method: DFT, the ωB97M-V functional and the def2-TZVPD basis

Properties
E_tot ... -32515.6487 eV
Max |F| ... 4.13 eV Å⁻¹
LUMO ... 2.7 eV
Charge ... -1

Atoms and positions in Å:
C 7.75 4.36 1.34
C 8.59 5.26 0.46
C 8.68 4.91 -0.97
C 9.51 6.11 1.17
Sn 10.58 7.89 0.20
C 10.34 9.45 1.74
C 8.92 9.52 2.32
C 8.20 10.77 1.84
C 8.93 9.43 3.85
C 12.71 7.83 -0.21
C 13.60 6.81 0.52
C 13.70 7.06 2.03
C 15.00 6.83 -0.11
C 9.63 8.48 -1.65
C 10.55 8.46 -2.88
C 11.30 9.78 -3.04
C 9.77 8.11 -4.15
H 11.29 7.65 -2.75
H 8.45 3.55 1.62
H 7.36 4.78 2.26
H 6.89 3.90 0.86
H 6.55 6.49 0.73
H 9.44 4.11 -0.98
H 7.72 4.57 -1.38
H 9.00 5.77 -1.58
H 9.11 6.54 2.11
H 10.45 5.55 1.30
H 11.10 9.18 2.49
H 10.64 10.36 1.22
H 8.36 8.64 1.96
H 8.70 11.67 2.22
H 8.17 10.85 0.75
H 7.16 10.79 2.20
H 9.46 10.29 4.28
H 7.91 9.44 4.24
H 9.42 8.52 4.20
H 12.76 7.68 -1.29
H 13.03 8.85 0.04
H 13.18 5.80 0.35
H 14.15 8.05 2.21
H 12.71 7.03 2.51
H 14.34 6.29 2.49
H 15.46 7.81 0.00
H 15.66 6.09 0.35
H 14.97 6.61 -1.19
H 8.79 7.79 -1.78
H 9.23 9.48 -1.44
H 10.57 10.60 -3.13
H 11.96 10.00 -2.18
H 11.93 9.76 -3.94
H 8.97 8.84 -4.31
H 10.43 8.11 -5.02
H 9.31 7.11 -4.09
C 5.37 6.10 -1.01
C 5.78 6.98 0.18
C 6.32 8.34 -0.20
C 4.81 7.01 1.34
C 5.17 7.77 2.47
C 4.22 7.92 3.49
C 3.00 7.20 3.40
C 2.75 6.32 2.34
C 3.70 6.16 1.35
H 5.27 5.04 -0.72
H 4.41 6.47 -1.38
H 6.06 6.12 -1.85
H 7.10 8.70 0.51
H 6.80 8.33 -1.19
H 5.49 9.06 -0.18
H 6.09 8.38 2.47
H 4.39 8.64 4.30
H 2.23 7.34 4.16
H 1.79 5.80 2.23
H 3.49 5.55 0.48